No. 1
The following is a DFT calculation (the ωB97M-V functional and the def2-TZVPD basis) of the ion C2H6N3OS with charge +1.

net charge: +1
DFT total energy: -19512.8827 eV
highest occupied orbital energy: -0.5091 hartree

Geometry (Å):
C  0.359  -0.579  0.591
C  0.450  0.975  0.673
N  1.367  -0.340  -0.518
N  -0.875  -1.188  0.120
N  1.184  1.003  -0.380
O  -1.519  1.177  0.017
S  -2.238  -0.081  -0.164
H  0.834  -1.033  1.413
H  0.356  1.628  1.548
H  1.477  -0.855  -1.436
H  -1.148  -2.118  0.393
H  -2.124  -0.327  -1.526
H  1.875  1.739  -0.730


No. 2
The following is a DFT calculation (the ωB97M-V functional and the def2-TZVPD basis) of a cluster of 11 separate species, C48H102N2O18S9 in total.

structure (SMILES): O=S1(=O)CCCC1.O=S1(=O)CCCC1.O=S1(=O)CCCC1.O=S1(=O)CCCC1.O=S1(=O)CCCC1.O=S1(=O)CCCC1.O=S1(=O)CCCC1.O=S1(=O)CCCC1.O=S1(=O)CCCC1.CCN(CC)CC.CCN(CC)CC
DFT total energy: -188773.5837 eV
highest occupied orbital energy: -0.2872 hartree

Geometry (Å):
O  -1.055  7.296  9.417
S  -1.031  5.935  9.853
O  -1.559  5.553  11.166
C  -1.794  4.818  8.567
C  -0.787  3.773  8.395
C  0.627  4.403  8.411
C  0.660  5.225  9.703
H  -2.014  5.428  7.691
H  -2.700  4.461  9.057
H  -0.908  2.988  9.141
H  -0.811  3.303  7.412
H  0.879  4.833  7.441
H  1.325  3.569  8.488
H  1.306  6.103  9.743
H  0.822  4.572  10.561
O  1.678  1.620  0.257
S  1.407  0.261  -0.177
O  2.554  -0.605  -0.543
C  0.254  -0.551  1.032
C  -1.091  0.130  0.729
C  -1.236  0.099  -0.818
C  0.137  0.186  -1.503
H  0.609  -0.504  2.062
H  0.063  -1.574  0.708
H  -1.906  -0.443  1.172
H  -1.173  1.087  1.245
H  -1.946  0.899  -1.029
H  -1.693  -0.842  -1.125
H  0.358  1.001  -2.192
H  0.269  -0.825  -1.887
O  -4.162  6.957  0.177
S  -3.045  7.942  0.219
O  -3.013  9.176  -0.514
C  -2.555  8.442  1.936
C  -1.123  7.934  2.113
C  -0.463  7.833  0.744
C  -1.441  7.061  -0.152
H  -3.272  8.074  2.670
H  -2.736  9.514  2.009
H  -0.611  8.629  2.778
H  -1.243  6.953  2.574
H  0.464  7.297  0.948
H  -0.265  8.824  0.336
H  -1.519  6.037  0.215
H  -1.325  7.080  -1.235
O  -1.661  5.511  -9.327
S  -2.983  5.736  -8.790
O  -3.458  5.145  -7.548
C  -3.451  7.568  -8.857
C  -4.725  7.655  -9.768
C  -4.619  6.585  -10.851
C  -4.239  5.247  -10.144
H  -2.542  8.107  -9.125
H  -3.576  7.958  -7.847
H  -5.562  7.363  -9.133
H  -4.867  8.698  -10.048
H  -3.971  6.890  -11.673
H  -5.583  6.425  -11.333
H  -3.711  4.532  -10.776
H  -5.073  4.941  -9.513
O  -4.997  -7.917  2.790
S  -6.202  -7.113  2.743
O  -6.158  -5.827  2.083
C  -7.639  -8.146  2.270
C  -8.732  -7.896  3.375
C  -8.357  -6.694  4.225
C  -6.875  -6.749  4.393
H  -7.328  -9.187  2.351
H  -7.918  -8.020  1.223
H  -9.732  -7.878  2.942
H  -8.831  -8.763  4.028
H  -8.845  -6.728  5.200
H  -8.476  -5.752  3.691
H  -6.524  -7.610  4.961
H  -6.362  -5.883  4.812
O  7.859  3.686  5.707
S  8.371  2.403  5.237
O  7.666  1.153  5.515
C  8.495  2.581  3.364
C  9.943  2.385  2.954
C  10.669  1.614  4.010
C  10.241  2.216  5.374
H  8.063  3.563  3.166
H  7.833  1.839  2.917
H  9.971  1.891  1.983
H  10.484  3.331  2.909
H  11.758  1.589  3.962
H  10.378  0.564  3.986
H  10.670  3.208  5.515
H  10.534  1.728  6.303
O  5.885  8.882  -6.119
S  5.260  7.742  -5.511
O  3.843  7.783  -5.286
C  5.813  6.183  -6.336
C  6.860  5.603  -5.463
C  6.360  5.765  -4.069
C  6.104  7.223  -3.885
H  6.122  6.401  -7.358
H  4.950  5.517  -6.370
H  7.168  4.570  -5.627
H  7.782  6.156  -5.640
H  7.050  5.330  -3.347
H  5.396  5.276  -3.927
H  7.035  7.789  -3.896
H  5.572  7.599  -3.011
O  -7.030  2.786  3.659
S  -8.311  2.108  3.625
O  -8.614  0.938  4.440
C  -9.751  3.302  3.813
C  -10.162  3.743  2.428
C  -10.153  2.433  1.613
C  -8.808  1.764  1.840
H  -9.564  4.024  4.607
H  -10.504  2.602  4.176
H  -11.114  4.275  2.441
H  -9.381  4.426  2.095
H  -10.290  2.508  0.534
H  -11.074  1.870  1.767
H  -8.065  2.310  1.257
H  -8.612  0.720  1.600
O  9.200  -5.844  -2.954
S  8.958  -5.724  -4.372
O  9.471  -6.735  -5.283
C  7.187  -5.360  -4.572
C  7.110  -4.186  -5.577
C  8.218  -3.202  -5.184
C  9.514  -4.031  -4.963
H  6.916  -4.942  -3.603
H  6.647  -6.262  -4.858
H  7.279  -4.618  -6.563
H  6.155  -3.666  -5.649
H  8.062  -2.544  -4.330
H  8.381  -2.548  -6.041
H  10.157  -3.669  -4.162
H  9.941  -4.224  -5.947
C  1.654  -9.165  7.411
C  2.667  -8.042  7.615
N  2.160  -6.707  7.289
C  3.087  -5.636  7.463
C  2.474  -4.468  8.324
C  1.326  -6.474  6.032
C  2.080  -6.856  4.827
H  0.717  -8.926  7.914
H  1.919  -10.113  7.879
H  1.391  -9.403  6.380
H  3.082  -8.051  8.623
H  3.601  -8.293  7.114
H  4.006  -6.005  7.917
H  3.414  -5.369  6.458
H  1.934  -4.834  9.197
H  3.167  -3.694  8.653
H  1.703  -3.987  7.722
H  1.038  -5.429  5.915
H  0.407  -7.056  6.091
H  2.790  -6.137  4.418
H  1.493  -7.083  3.937
H  2.632  -7.786  4.963
C  -4.577  -4.766  -7.213
C  -3.098  -4.538  -7.033
N  -2.287  -5.796  -7.381
C  -2.341  -6.774  -6.309
C  -1.455  -6.399  -5.123
C  -2.560  -6.313  -8.714
C  -1.365  -7.239  -9.124
H  -4.845  -4.900  -8.261
H  -5.089  -3.835  -6.968
H  -4.976  -5.620  -6.667
H  -2.691  -3.642  -7.503
H  -3.011  -4.285  -5.977
H  -3.359  -6.989  -5.982
H  -1.923  -7.724  -6.642
H  -0.484  -6.043  -5.467
H  -1.952  -5.631  -4.530
H  -1.217  -7.196  -4.418
H  -2.657  -5.435  -9.353
H  -3.490  -6.878  -8.780
H  -1.522  -7.544  -10.159
H  -1.269  -8.188  -8.597
H  -0.413  -6.724  -8.986


No. 3
The following is a DFT calculation (the ωB97M-V functional and the def2-TZVPD basis) of a structure of composition C31H30N3P2Ti.

net charge: +3
DFT total energy: -78770.9996 eV
highest occupied orbital energy: -0.6339 hartree

Geometry (Å):
Ti  -0.102  -0.496  0.205
C  2.685  -2.506  -2.246
C  3.808  -2.324  -1.471
C  3.747  -1.651  -0.265
C  2.552  -1.039  0.059
C  1.374  -1.294  -0.721
C  1.436  -2.124  -1.844
C  2.436  -0.016  1.175
C  3.641  0.319  1.947
C  3.513  1.246  2.955
C  2.229  1.758  3.290
C  1.961  2.610  4.388
C  0.680  3.070  4.771
C  -0.413  2.602  4.019
C  -0.171  1.777  2.958
C  1.091  1.384  2.518
N  1.237  0.502  1.438
H  2.764  -3.083  -3.161
H  4.768  -2.717  -1.858
H  4.602  -1.620  0.381
H  0.610  -2.281  -2.560
H  4.565  0.031  1.624
H  4.457  1.602  3.579
H  2.845  2.884  4.913
H  0.598  3.743  5.621
H  -1.443  2.903  4.155
H  -0.964  1.343  2.296
C  1.981  2.139  -1.345
P  0.258  1.554  -1.253
C  -0.384  3.013  -0.438
C  -0.321  1.182  -2.915
C  0.195  1.936  -3.938
C  -0.288  1.657  -5.284
C  -1.167  0.640  -5.499
C  -1.733  -0.108  -4.437
C  -1.346  0.237  -3.161
P  -1.959  -0.583  -1.731
C  -2.581  -2.203  -2.225
C  -3.454  0.264  -1.102
H  1.972  3.180  -1.724
H  2.752  1.482  -1.870
H  2.287  2.155  -0.292
H  -0.282  3.894  -1.101
H  0.142  3.146  0.527
H  -1.466  3.006  -0.210
H  0.895  2.674  -3.814
H  0.047  2.249  -6.146
H  -1.563  0.446  -6.534
H  -2.540  -0.798  -4.653
H  -2.833  -2.920  -1.403
H  -1.877  -2.666  -2.941
H  -3.497  -1.992  -2.797
H  -4.056  0.650  -1.877
H  -3.157  1.104  -0.470
H  -4.098  -0.399  -0.544
N  -5.609  -2.089  3.204
C  -4.509  -2.264  2.924
C  -3.119  -2.439  2.729
C  -2.348  -3.425  3.332
C  -1.026  -3.456  3.031
C  -0.470  -2.601  2.130
N  -1.233  -1.766  1.384
C  -2.497  -1.627  1.774
H  -2.744  -4.182  4.065
H  -0.378  -4.202  3.401
H  0.577  -2.649  1.824
H  -3.077  -0.862  1.216


No. 4
The following is a DFT calculation (the ωB97M-V functional and the def2-TZVPD basis) of a structure of composition C6H15N.

DFT total energy: -7952.0005 eV
highest occupied orbital energy: -0.3450 hartree

Geometry (Å):
C  -1.500  1.080  -0.663
C  -1.395  -0.210  0.143
C  -0.524  -1.290  -0.498
C  1.004  -1.045  -0.652
C  1.804  -0.256  0.414
C  1.620  1.277  0.302
N  -2.562  -0.622  0.524
H  -0.780  1.182  -1.486
H  -2.482  1.165  -1.141
H  -1.446  1.927  0.017
H  -0.808  0.156  1.453
H  -0.734  -2.229  0.023
H  -0.853  -1.316  -1.540
H  1.516  -1.991  -0.944
H  1.246  -0.484  -1.561
H  1.487  -0.560  1.417
H  2.860  -0.409  0.171
H  0.706  1.677  0.748
H  1.646  1.570  -0.754
H  2.374  1.767  0.915
H  -2.527  -1.580  0.877
H  -0.651  0.190  2.236


No. 5
The following is a DFT calculation (the ωB97M-V functional and the def2-TZVPD basis) of a structure of composition C47H46N7O3PRbS4.

net charge: -1
DFT total energy: -119347.7753 eV
highest occupied orbital energy (alpha / beta): -0.1136 / -0.1683 hartree

Geometry (Å):
Rb  -1.525  1.297  -0.681
N  -0.531  -0.036  -3.326
C  0.416  -0.948  -3.760
C  0.797  -0.961  -5.107
C  1.763  -1.841  -5.557
C  2.372  -2.732  -4.681
C  2.007  -2.716  -3.346
C  1.042  -1.836  -2.861
P  0.618  -1.695  -1.084
C  2.054  -2.514  -0.300
C  3.219  -1.756  -0.186
C  4.353  -2.291  0.399
C  4.330  -3.586  0.903
C  3.168  -4.340  0.813
C  2.036  -3.809  0.207
C  -0.705  -2.947  -0.884
C  -1.465  -2.880  0.285
C  -2.487  -3.789  0.513
C  -2.792  -4.746  -0.446
C  -2.057  -4.805  -1.621
C  -1.007  -3.920  -1.832
H  -1.152  -0.387  -2.611
H  -1.069  0.463  -4.036
H  0.318  -0.268  -5.789
H  2.044  -1.833  -6.604
H  3.130  -3.421  -5.033
H  2.498  -3.391  -2.653
H  3.235  -0.733  -0.549
H  5.246  -1.686  0.480
H  5.214  -4.003  1.370
H  3.144  -5.349  1.206
H  1.134  -4.405  0.134
H  -1.273  -2.086  1.001
H  -3.074  -3.721  1.421
H  -3.613  -5.434  -0.285
H  -2.300  -5.543  -2.376
H  -0.430  -3.975  -2.747
O  -2.516  1.607  -4.844
C  -3.131  2.100  -3.883
O  -3.268  1.536  -2.746
C  -3.759  3.458  -3.991
C  -3.672  4.192  -5.166
C  -4.236  5.452  -5.252
C  -4.892  5.976  -4.140
C  -4.982  5.253  -2.965
C  -4.410  3.978  -2.873
S  -4.512  3.054  -1.399
H  -3.146  3.744  -6.000
H  -4.165  6.026  -6.167
H  -5.337  6.963  -4.188
H  -5.491  5.669  -2.104
C  -2.802  1.492  2.885
C  -3.632  0.415  2.283
N  -3.589  0.048  1.041
C  -4.487  -0.959  0.776
C  -5.208  -1.382  1.851
S  -4.770  -0.476  3.232
C  -4.644  -1.471  -0.590
C  -5.759  -2.108  -1.037
S  -5.558  -2.555  -2.671
C  -3.988  -1.821  -2.668
N  -3.645  -1.313  -1.527
C  -3.186  -1.778  -3.924
H  -2.922  2.419  2.322
H  -1.743  1.229  2.858
H  -3.087  1.667  3.923
H  -5.942  -2.169  1.895
H  -6.675  -2.298  -0.503
H  -3.661  -2.373  -4.704
H  -2.185  -2.175  -3.749
H  -3.091  -0.746  -4.266
N  2.035  -1.579  3.043
C  2.381  -0.179  3.153
C  1.254  0.444  2.332
N  0.114  -0.466  2.499
C  0.653  -1.567  2.853
H  2.406  -2.230  3.717
H  2.392  0.140  4.200
H  1.576  0.365  1.285
H  0.101  -2.493  2.978
C  1.934  1.707  7.266
C  1.874  2.268  5.850
C  0.630  1.767  5.110
N  0.380  2.261  3.775
C  1.147  1.939  2.604
S  0.480  2.890  1.217
N  2.625  2.292  2.767
C  3.627  1.512  2.241
O  3.621  0.172  2.578
C  4.734  1.970  1.513
C  4.771  3.273  0.945
C  5.879  3.704  0.249
C  6.994  2.881  0.079
C  6.969  1.596  0.622
C  5.874  1.140  1.322
H  2.808  2.072  7.808
H  1.989  0.614  7.247
H  1.045  1.979  7.840
H  2.775  2.003  5.297
H  1.846  3.361  5.877
H  -0.247  2.046  5.707
H  0.624  0.671  5.097
H  0.077  3.223  3.729
H  2.739  3.269  2.526
H  3.897  3.910  1.002
H  5.873  4.694  -0.191
H  7.856  3.230  -0.474
H  7.826  0.944  0.494
H  5.873  0.148  1.752